Formula: C21H42O21
Source: OMol25
Level of theory: the ωB97M-V functional and the def2-TZVPD basis

```
84
Properties=species:S:1:pos:R:3:forces:R:3:lowdin_charge:R:1
O 3.796 -2.233 -0.244 -0.29 -0.30 -0.51 -0.01
C -0.879 -5.528 -1.435 1.04 -0.50 0.31 -0.06
H -0.842 -8.703 4.611 -0.14 0.32 -0.18 0.09
H 2.909 -6.105 1.135 0.13 0.26 -0.40 0.10
O 0.932 0.785 -0.314 -0.36 0.03 -0.10 0.01
C -3.684 1.611 1.461 -0.13 -0.16 0.20 -0.63
H -0.707 -6.341 -0.725 -0.29 0.03 0.01 0.09
C -5.171 0.712 -0.100 0.42 -0.58 -0.11 -0.03
O -2.037 -4.790 0.625 -0.04 -0.07 0.31 -0.04
H -5.621 0.004 0.591 -0.25 0.22 0.07 0.10
H -1.779 4.091 -1.619 0.37 0.05 -0.47 0.08
C 0.970 0.129 0.845 0.17 -0.07 0.12 -0.62
C -2.019 2.689 2.749 -0.61 -0.09 0.93 -0.03
H -2.070 -3.118 1.782 0.08 -0.09 0.20 0.08
H 0.455 7.109 -2.745 0.15 0.32 0.01 0.09
C -1.863 5.172 -1.561 -0.18 -0.19 1.46 -0.05
O -2.246 -5.165 -1.530 -0.15 0.04 -0.18 0.02
O 0.302 -8.065 3.053 -0.13 -0.41 -0.39 0.02
O 3.857 -3.168 1.677 -0.12 -0.37 -0.29 -0.03
C 0.635 2.185 -0.235 0.62 0.31 -0.16 0.00
C 4.450 -2.253 0.910 0.05 0.18 0.04 -0.62
O 1.163 -1.158 0.578 -0.07 -0.50 -0.54 0.00
C 0.828 -2.089 1.609 -0.63 0.66 0.80 -0.01
O -3.989 -4.345 -0.406 -0.21 0.15 -0.09 0.15
C 1.880 -5.966 0.803 0.36 -0.14 0.72 -0.02
H 2.947 -0.975 -1.597 0.11 -0.23 -0.26 0.09
H 1.624 7.863 -3.889 -0.13 0.17 0.04 0.10
H -0.518 -5.880 -2.399 -0.45 0.18 -0.21 0.10
H -4.466 8.477 -4.999 0.23 -0.02 -0.23 0.09
O 2.653 4.154 -3.373 -0.15 -0.18 0.12 0.01
O -2.426 7.760 -2.003 0.11 0.19 0.31 0.13
H -3.941 9.108 -3.458 0.24 -0.11 0.08 0.10
H 0.844 -9.023 4.805 0.16 0.21 -0.25 0.10
O -3.415 7.139 -3.932 0.11 -0.15 -0.24 0.00
C 3.617 3.580 -2.501 0.52 -0.68 0.17 -0.05
H -2.615 2.329 3.593 -0.01 0.12 -0.11 0.10
H 4.270 -4.503 3.143 -0.28 0.07 -0.01 0.09
O 5.387 -1.567 1.216 0.01 0.11 0.04 0.14
O -2.386 5.645 -2.781 -0.32 -0.29 -0.23 0.01
O -3.812 0.962 0.303 0.01 0.40 -0.23 -0.01
H -2.177 3.761 2.650 0.15 0.06 0.00 0.10
H 4.773 -0.892 -1.546 -0.02 -0.21 -0.15 0.10
H -0.940 5.671 -1.265 0.17 -0.15 -0.35 0.09
C -2.720 6.931 -2.817 0.07 0.14 -0.23 -0.64
H 5.496 -3.273 2.971 -0.06 0.31 -0.11 0.10
C -2.432 -4.147 1.837 0.27 0.54 0.20 -0.02
O -2.434 2.041 1.561 0.71 -0.30 -0.78 -0.01
H -0.236 -4.706 -1.113 -0.27 0.20 -0.10 0.09
H 3.768 -0.212 -0.252 0.15 0.19 -0.32 0.10
H -5.730 1.638 -0.194 -0.07 0.03 0.22 0.10
C -3.627 8.500 -4.308 -0.63 0.19 0.33 -0.03
H -5.087 0.235 -1.074 0.01 0.06 0.00 0.09
C 4.421 -3.442 2.947 0.46 -0.42 0.40 -0.03
H 0.669 -3.069 1.178 0.28 0.04 -0.32 0.08
O 0.887 0.609 1.942 -0.26 0.05 0.27 0.13
H 4.614 3.666 -2.934 -0.02 0.26 0.09 0.10
O 2.848 6.124 -2.280 -0.01 0.05 0.22 0.13
C 0.856 7.107 -3.759 0.07 -0.51 0.48 -0.01
O 1.142 -7.070 1.359 -0.15 0.29 -0.55 0.01
O 1.430 -6.144 3.398 0.18 0.01 -0.05 0.11
H -0.984 2.434 2.953 0.12 0.06 -0.37 0.08
H 3.921 -2.850 3.711 0.05 0.06 0.02 0.10
H -2.543 5.320 -0.710 -0.17 0.34 -0.38 0.10
H 0.292 -7.353 5.003 -0.16 0.04 -0.08 0.09
H 1.566 -2.110 2.405 0.21 -0.07 -0.17 0.10
C 0.140 -8.268 4.436 0.08 -0.57 1.07 -0.05
H 1.531 -5.020 1.206 -0.10 -0.02 -0.03 0.07
H -3.498 -4.081 2.048 -0.10 -0.48 -0.47 0.10
C 1.013 -7.015 2.675 -0.19 0.29 0.17 -0.63
H 3.590 4.007 -1.503 0.01 0.28 -0.09 0.09
H 0.541 2.495 0.800 0.00 0.03 0.00 0.09
O 1.428 5.805 -3.999 -0.43 0.02 -0.30 0.01
H 1.474 2.689 -0.716 -0.07 0.14 0.14 0.08
H -0.112 -1.762 2.065 0.05 -0.08 -0.01 0.09
O -4.546 1.758 2.283 -0.26 0.14 0.11 0.13
H -0.265 2.432 -0.792 -0.14 -0.40 0.02 0.08
H -2.733 8.923 -4.758 0.03 -0.03 -0.07 0.10
H 1.775 -5.988 -0.273 0.03 -0.23 -0.07 0.09
C 2.356 5.430 -3.128 0.05 0.19 -0.20 -0.63
C 3.846 -1.013 -0.994 -0.03 0.48 1.11 -0.03
H 0.023 7.223 -4.443 0.17 -0.06 -0.28 0.09
C -2.858 -4.724 -0.424 0.11 -0.12 -0.08 -0.61
H 3.413 2.512 -2.408 -0.26 0.11 -0.23 0.09
H -1.925 -4.700 2.622 0.01 0.13 0.12 0.10
```
Positions in Å, forces in eV/Å.

Results
- LUMO (Eh) = 0.01667
- gap between HOMO and LUMO (eV) = 11.399
- energy above the lowest of the compared OMol25 structures with the same formula, charge and spin (kcal per mole) = 18.6
- electronic energy (Ha) = -2405.42810
- HOMO level (eV) = -10.95
- SMILES = COC(=O)OC.COC(=O)OC.COC(=O)OC.COC(=O)OC.COC(=O)OC.COC(=O)OC.COC(=O)OC
- M (g mol⁻¹) = 630.55

***

Formula: C21H42O21
Source: OMol25
Level of theory: the ωB97M-V functional and the def2-TZVPD basis

```
84
Properties=species:S:1:pos:R:3:forces:R:3:lowdin_charge:R:1
H 13.432 14.413 5.998 -0.44 -0.29 -0.18 0.10
O 12.304 17.232 8.356 0.45 -0.89 -0.13 -0.05
H 8.738 14.594 10.974 -0.14 -0.59 0.38 0.09
C 9.978 21.395 11.949 -0.64 0.14 0.06 -0.03
O 14.357 16.602 7.500 -1.70 -0.54 0.72 0.13
H 11.335 13.720 10.070 -0.45 0.72 -0.08 0.08
H 6.107 14.468 16.231 0.60 0.39 -0.49 0.10
O 12.630 21.086 14.685 -1.05 -1.67 4.00 0.06
H 5.912 12.778 16.189 0.17 -0.33 -0.66 0.10
H 10.310 7.675 15.921 0.22 -0.06 0.32 0.09
H 9.598 15.334 7.930 -0.08 0.01 -0.13 0.09
O 10.892 10.270 14.840 0.81 0.37 -1.02 0.13
C 10.567 17.764 11.316 -0.01 -0.26 -0.07 0.01
H 12.208 17.295 15.712 0.59 0.31 0.49 0.10
C 10.315 21.554 9.511 0.26 2.29 -0.06 -0.48
H 9.406 8.052 17.416 -0.62 0.35 -0.47 0.09
H 10.196 22.614 7.061 -0.57 -0.14 0.15 0.09
H 13.059 18.284 14.453 0.14 -0.42 0.06 0.10
O 7.110 18.364 7.651 0.42 -0.97 0.39 -0.01
O 11.772 17.306 12.028 -0.41 0.95 -0.38 0.01
H 12.589 13.321 7.254 0.57 -0.68 -0.95 0.10
O 6.216 15.664 13.734 0.58 -2.10 -1.06 0.13
C 13.311 14.108 7.038 -0.04 -0.69 -0.44 -0.06
H 10.393 16.601 6.981 -0.06 0.09 0.39 0.08
C 6.676 14.544 13.570 1.89 1.20 0.18 -0.54
O 12.418 21.211 16.980 -0.80 0.63 0.64 0.01
O 10.058 20.914 8.301 -0.26 -0.67 3.15 -0.05
O 8.612 17.397 9.172 -2.33 -0.02 -2.40 0.08
H 11.608 21.695 7.206 0.16 -0.41 -0.20 0.09
O 9.084 9.296 15.672 -0.37 -1.63 1.81 -0.01
C 10.525 21.578 7.148 0.69 0.87 -0.31 -0.07
O 12.670 19.269 16.180 -0.40 1.84 1.18 -0.02
H 9.641 15.332 6.120 -0.90 -0.02 0.07 0.10
H 10.277 18.775 11.601 0.48 -0.38 0.88 0.07
O 8.788 10.624 14.094 -1.63 1.28 -2.50 0.05
H 10.830 22.017 12.223 -0.17 -0.07 -0.14 0.10
C 5.837 13.659 15.552 -1.26 0.39 1.53 -0.06
H 6.952 20.190 8.666 0.12 -0.13 -0.11 0.09
H 4.786 13.851 15.337 -0.03 -0.22 -0.30 0.10
C 8.009 17.444 8.080 2.35 1.38 1.38 -0.53
H 9.832 20.569 12.644 0.66 -0.16 -0.14 0.08
O 11.175 15.207 11.604 0.74 -0.35 -0.56 -0.04
C 13.226 16.332 7.864 0.41 1.00 -0.60 -0.51
H 12.156 22.895 17.995 -0.26 0.24 -0.28 0.10
C 9.938 8.473 16.563 0.17 0.71 -1.21 0.00
H 12.419 13.420 11.338 0.50 0.99 0.43 0.10
H 11.672 23.026 16.228 0.20 0.01 0.12 0.10
O 7.616 14.075 12.656 -1.10 1.37 0.50 -0.04
H 13.423 22.926 16.774 -0.24 0.58 -0.34 0.10
C 12.194 16.051 11.980 0.18 -1.12 0.31 -0.57
C 12.743 18.579 8.712 0.42 -0.41 -0.24 0.00
C 7.959 14.975 11.634 -0.32 1.24 -1.59 -0.07
H 9.346 12.534 13.404 0.33 -0.28 0.51 0.09
H 9.744 17.071 11.492 0.35 0.26 -0.25 0.06
H 9.988 11.191 12.424 0.32 -0.40 0.60 0.09
O 6.609 13.523 14.393 -0.42 -0.82 0.65 0.01
O 8.338 16.741 7.004 -0.31 -0.76 -0.50 0.00
O 12.631 15.102 7.750 0.29 3.06 1.36 -0.05
H 7.087 15.195 11.018 -0.12 -0.17 -0.13 0.10
H 13.670 18.474 9.276 0.00 0.36 -0.18 0.11
H 10.812 13.144 11.663 -0.53 0.53 0.01 0.06
C 12.341 18.284 15.274 -0.59 -0.51 -2.46 -0.08
H 9.010 21.891 12.028 0.23 0.66 -0.28 0.10
H 10.760 9.077 16.947 -0.02 -0.04 -0.21 0.09
H 11.987 19.090 9.309 -0.13 -0.74 0.17 0.07
H 8.321 15.966 11.908 -0.12 -0.26 0.90 0.07
O 10.092 20.799 10.651 0.13 -0.05 -2.99 -0.06
C 9.532 15.934 7.022 0.67 0.60 0.46 -0.02
H 10.207 20.989 6.289 0.10 0.02 0.22 0.10
C 11.443 13.866 11.144 0.53 -0.92 0.33 -0.03
H 6.348 18.756 9.543 0.07 0.09 0.02 0.09
H 12.827 19.227 7.841 0.48 -0.42 -0.27 0.09
C 9.157 11.521 13.047 0.40 0.95 -0.86 -0.04
C 9.710 10.080 14.799 1.11 -0.71 2.53 -0.68
C 12.386 22.646 16.959 0.77 -0.46 0.45 -0.01
H 14.317 13.824 7.344 -0.10 0.33 0.73 0.10
C 6.441 19.233 8.568 -0.14 -0.48 0.29 -0.03
O 13.301 15.708 12.336 -1.30 0.34 -0.66 0.13
H 8.373 11.712 12.314 -0.67 -0.76 0.60 0.09
H 5.449 19.362 8.134 0.09 0.18 0.13 0.09
H 10.753 17.925 10.254 0.11 -0.91 0.12 0.06
C 12.511 20.591 15.848 1.81 -0.78 -3.94 -0.54
O 10.690 22.725 9.507 -0.61 -2.30 0.55 0.10
H 11.385 18.486 14.791 -0.21 0.23 0.00 0.09
```
Positions in Å, forces in eV/Å.

Results
- LUMO (Eh) = 0.01677
- gap between HOMO and LUMO (eV) = 11.028
- energy above the lowest of the compared OMol25 structures with the same formula, charge and spin (kcal per mole) = 80.9
- electronic energy (Ha) = -2405.32879
- HOMO level (eV) = -10.57
- SMILES = COC(=O)OC.COC(=O)OC.COC(=O)OC.COC(=O)OC.COC(=O)OC.COC(=O)OC.COC(=O)OC
- M (g mol⁻¹) = 630.55

***

Formula: C21H43Be2Cl3F4N3O13PSi
Source: OMol25
Level of theory: the ωB97M-V functional and the def2-TZVPD basis

```
91
Properties=species:S:1:pos:R:3:forces:R:3:lowdin_charge:R:1
H -4.013 -1.266 9.348 0.27 -0.02 -0.22 0.12
H 4.559 2.806 -4.761 -0.26 -0.19 -0.03 0.00
F -0.943 -0.788 5.675 -1.07 -0.31 0.95 0.14
C -5.163 -0.706 7.592 0.05 0.50 -0.12 -0.08
O 2.495 1.769 -2.830 1.18 -5.98 -6.71 -0.05
P -2.330 1.929 0.741 1.59 -6.04 3.60 0.77
H -2.063 5.280 2.149 0.12 -0.20 -0.08 0.09
H -5.398 -1.111 6.603 -0.04 -0.06 0.18 0.08
H 6.043 -0.871 -2.635 -0.09 2.16 1.58 0.09
C 0.280 -5.739 -1.609 0.02 -0.18 -0.12 -0.15
Cl 8.153 3.256 -3.966 -1.95 -1.78 0.35 0.44
H -0.718 3.942 3.519 -0.41 0.00 -0.27 0.11
N -1.854 3.175 1.920 0.31 2.81 -1.78 -0.25
O -0.908 -0.442 -5.710 -0.02 -0.31 -0.93 -0.08
F 0.742 1.902 4.693 -0.48 -0.01 -0.36 -0.43
C -1.394 -0.779 -6.941 0.53 0.61 -2.89 -0.50
O 0.856 -1.936 -2.846 1.03 -0.04 0.32 -0.09
O -3.480 -2.494 7.722 0.67 0.53 -1.16 -0.09
N -0.759 1.271 0.923 1.69 -0.64 -0.31 -0.29
O -1.612 -1.469 8.567 0.14 -0.10 -2.17 0.08
O -2.744 0.846 -0.285 -0.89 3.32 -1.56 -0.28
H -1.342 4.757 0.604 0.07 0.11 0.10 0.08
H -3.014 -0.394 2.923 -0.06 0.01 -0.12 0.09
H 0.775 -1.735 -1.902 -0.50 0.04 0.12 0.05
H -6.092 -0.396 8.079 0.08 -0.12 -0.02 0.08
C -2.170 -1.924 7.448 -1.48 -0.06 3.18 -0.37
Be 3.220 -2.278 -1.938 0.35 0.39 1.96 0.84
Be -0.229 1.250 -3.792 -0.84 0.59 1.30 0.63
H 0.250 3.431 2.130 0.05 -0.23 0.15 0.10
Cl 8.477 1.620 -1.124 -2.38 -0.71 -1.97 0.54
F -3.024 -1.256 5.276 0.38 -0.03 0.88 0.11
H 1.052 -6.413 -1.990 -0.17 -0.19 0.03 0.08
H 1.153 1.337 -0.017 -0.19 -0.05 0.20 0.09
N -3.420 1.438 1.948 -1.77 -0.39 0.01 -0.28
H -2.515 -0.164 -4.468 0.06 -0.09 -0.02 0.11
C 4.270 -1.039 0.746 3.04 0.98 1.37 -1.04
C -3.091 0.676 3.137 0.47 0.52 0.60 -0.11
H -5.497 1.140 2.294 0.36 0.03 0.10 0.09
O 3.328 -1.622 0.196 -5.43 -1.45 -3.77 0.01
C 6.878 1.914 -3.577 2.31 -1.24 4.45 -0.68
C 1.707 1.405 -5.226 1.40 0.16 -0.48 -0.09
H 1.142 -4.143 -2.294 -0.32 -0.15 0.42 0.03
C -2.086 4.511 1.368 -0.79 0.54 0.42 -0.13
H -4.563 0.195 7.453 -0.13 -0.07 -0.03 0.06
Si 5.483 1.673 -4.862 2.27 0.38 -0.87 0.34
O 5.301 -1.709 0.624 2.54 -0.67 0.06 0.10
C -4.756 1.052 1.491 -0.34 0.15 -0.42 -0.12
H 4.124 -0.186 -5.969 1.22 0.30 2.01 0.11
C 4.638 -0.047 -4.908 -0.35 -1.59 -1.82 -0.29
H -1.948 -3.022 -5.387 -0.03 0.08 -0.01 0.14
H -0.082 -6.111 -0.648 0.11 0.16 -0.14 0.09
H 1.361 -1.189 -3.202 -0.30 0.10 -0.16 -0.01
H 0.694 0.805 -5.285 2.38 0.68 -0.29 -0.02
H -0.552 -5.686 -2.315 -0.06 -0.23 0.03 0.08
H -0.957 -0.805 0.479 -0.13 -0.03 -0.19 0.09
C -1.816 -0.957 -4.754 -0.53 -0.11 1.39 -0.22
H -5.094 1.708 0.682 0.11 -0.21 0.05 0.08
H 4.968 0.395 -1.567 2.09 -0.45 -0.79 0.09
O 0.829 -4.447 -1.426 0.39 0.63 -0.30 -0.17
H -1.285 -1.302 -3.863 -0.03 0.16 -0.23 0.09
H -3.865 0.803 3.901 -0.07 0.04 -0.24 0.09
C -0.556 -0.138 1.245 0.05 -0.24 0.60 -0.08
C -4.433 -1.724 8.447 -0.49 -0.20 0.23 -0.25
H 1.442 2.549 -5.097 0.73 -2.40 -0.05 0.11
C -2.167 -0.873 6.268 0.41 1.34 -1.58 -0.48
C -2.487 -2.074 -5.486 -0.54 -0.89 0.45 -0.12
O 3.566 -0.182 -3.895 -2.00 2.78 -0.21 -0.26
H -0.997 -0.401 2.203 -0.12 0.08 -0.08 0.07
H 0.097 2.689 -0.393 -0.07 0.03 -0.10 0.08
C 7.079 1.207 -2.288 -1.37 1.26 -3.31 -0.60
H 2.285 1.269 -6.247 -1.13 0.13 2.01 0.12
H -3.522 -2.218 -5.164 0.16 0.04 -0.22 0.14
H -0.216 1.111 -1.133 -0.08 -0.07 -0.14 -0.01
Cl 6.427 1.910 -6.817 -0.91 -0.41 1.62 0.20
H -0.460 2.242 3.242 0.56 -0.55 0.36 0.05
H 0.511 -0.356 1.363 -0.05 0.30 -0.14 0.10
O -2.434 -1.656 -6.837 0.86 0.89 -0.32 0.08
C -0.636 3.189 2.726 0.10 0.08 -0.70 -0.10
C 6.042 0.023 -1.844 1.52 -0.65 1.14 -0.13
H -2.166 1.007 3.608 0.12 -0.02 -0.15 0.08
C 2.642 0.964 -3.919 -0.88 4.45 4.54 -0.36
O -0.955 -0.352 -7.996 -0.89 -0.91 2.59 0.14
H 6.487 -0.462 -0.850 -1.07 1.12 -2.20 0.09
H -1.676 -2.782 6.968 0.57 -0.19 -0.06 0.19
C 0.110 1.609 -0.214 0.01 0.60 0.54 -0.14
H -5.179 -2.446 8.799 0.30 -0.12 -0.07 0.12
O 4.192 0.036 1.321 -0.70 0.58 0.17 0.16
H -3.076 4.561 0.902 -0.02 -0.07 -0.07 0.08
H 5.369 -0.968 -4.785 -1.56 1.99 -0.07 0.13
H -4.769 0.020 1.123 -0.03 0.03 0.00 0.09
F -2.521 0.388 6.616 0.35 -1.08 -0.02 0.13
```
Positions in Å, forces in eV/Å.

Results
- LUMO (Eh) = -0.21489
- gap between HOMO and LUMO (eV) = 1.964
- electronic energy (Ha) = -4407.85359
- HOMO level (eV) = -7.81
- M (g mol⁻¹) = 805.02

***

The lowest electronic energy belongs to which entry? C21H43Be2Cl3F4N3O13PSi